Run i
{"formula": "C3H2O", "method": "ωB97M-V/def2-TZVPD", "elements": ["C", "H", "H", "C", "C", "O"], "positions_angstrom": [[0.243, -0.241, -0.115], [2.643, -0.230, 0.233], [-1.202, 1.197, -0.062], [-1.099, 0.159, 0.001], [1.471, -0.345, -0.043], [-2.056, -0.540, -0.013]], "charge": 0, "homo_ev": -10.637, "smiles": "C#CC=O", "e_lumo_ha": -0.0045, "orbital_gap_ev": 10.5}

Run ii
{"formula": "C3H2O", "method": "ωB97M-V/def2-TZVPD", "elements": ["C", "O", "H", "C", "H", "C"], "positions_angstrom": [[-0.335, -1.182, -1.626], [-0.439, 0.586, 0.027], [0.905, 0.068, 1.483], [-0.405, -1.679, -2.684], [0.086, 1.499, 1.743], [0.188, 0.708, 1.057]], "charge": 0, "homo_ev": [-10.799, -10.639], "e_lumo_ha": [-0.0672, -0.0852], "orbital_gap_ev": [9.0, 8.3]}

Run iii
{"formula": "C3H2O", "method": "ωB97M-V/def2-TZVPD", "elements": ["C", "H", "H", "O", "C", "C"], "positions_angstrom": [[0.415, 0.154, -1.041], [-0.121, -0.086, -0.101], [1.271, 0.949, -0.944], [0.068, -0.311, -2.085], [-0.856, -0.422, 2.674], [-0.777, -0.284, 1.496]], "charge": 0, "homo_ev": [-11.028, -10.724], "e_lumo_ha": [-0.1165, -0.1016], "orbital_gap_ev": [7.9, 8.0]}

Energetically preferred structure: run i | next structure: +142.8 kcal/mol

Run i
{"formula": "C5H14NO2", "method": "ωB97M-V/def2-TZVPD", "elements": ["C", "O", "H", "H", "H", "H", "H", "N", "H", "H", "H", "C", "H", "H", "C", "H", "O", "H", "H", "C", "H", "C"], "positions_angstrom": [[-0.624, 2.014, 1.251], [0.714, -3.790, -1.017], [0.370, 0.343, 2.403], [0.084, -4.407, -1.487], [-1.365, -0.651, 1.444], [1.325, -4.465, -0.643], [1.266, 1.304, -1.687], [-0.796, 0.143, -0.511], [-0.734, -0.013, -1.498], [-0.342, 3.080, 1.228], [-2.085, -1.410, -0.148], [0.960, 1.862, -0.770], [0.782, -1.786, -1.964], [-0.733, 1.426, 3.102], [0.075, 1.443, 2.389], [-1.732, 2.040, 1.296], [0.478, -1.343, -2.655], [0.991, 1.964, 2.730], [1.611, 2.609, -0.353], [-0.065, 1.396, -0.101], [1.184, -1.069, -3.326], [-1.365, -0.690, 0.318]], "charge": 1, "homo_ev": -14.261, "e_lumo_ha": -0.1839, "orbital_gap_ev": 9.3}

Run ii
{"formula": "C5H14NO2", "method": "ωB97M-V/def2-TZVPD", "elements": ["H", "O", "C", "C", "H", "H", "H", "C", "H", "H", "N", "H", "O", "H", "H", "H", "H", "C", "H", "C", "H", "H"], "positions_angstrom": [[-1.495, 2.122, 0.840], [-2.823, 0.629, 0.939], [1.996, 0.181, -0.083], [-1.736, 1.078, 0.913], [-1.145, -0.922, -0.563], [-1.180, -1.647, 0.992], [1.896, -0.076, -1.142], [0.428, 1.928, -0.864], [-0.059, 2.999, -0.712], [-0.403, 0.048, 2.090], [-0.586, -1.098, 0.368], [2.119, -0.724, 0.455], [-0.876, -3.060, -0.979], [-0.246, -3.753, -0.814], [-1.744, -3.278, -0.831], [1.235, 1.993, -1.544], [3.029, 0.759, -0.181], [0.836, 1.033, 0.376], [-0.284, 1.366, -1.477], [-0.324, 0.254, 1.027], [0.320, -1.665, 0.074], [1.039, 1.831, 1.117]], "charge": 1, "homo_ev": -14.132, "e_lumo_ha": -0.1333, "orbital_gap_ev": 10.5}

Run iii
{"formula": "C5H14NO2", "method": "ωB97M-V/def2-TZVPD", "elements": ["H", "C", "H", "H", "C", "H", "C", "N", "C", "H", "H", "H", "O", "H", "H", "O", "H", "H", "H", "H", "H", "C"], "positions_angstrom": [[-0.735, 3.200, -0.017], [-0.674, 1.703, -1.317], [0.910, 1.164, 0.551], [2.023, -1.151, 0.789], [-0.397, -0.958, -1.550], [-1.312, -1.510, -1.701], [1.500, -0.790, -0.082], [0.494, 0.244, 0.364], [0.728, -1.800, -0.889], [0.041, -0.055, 1.227], [1.401, -2.120, -1.675], [0.366, -2.669, -0.371], [-0.834, -1.263, 3.531], [-0.059, -0.721, -2.558], [2.230, -0.224, -0.650], [-0.060, 2.649, -0.446], [-0.081, 1.672, -2.224], [-1.383, -1.911, 3.988], [-1.641, 2.045, -1.622], [-1.483, 0.051, -0.130], [0.038, -1.212, 3.920], [-0.590, 0.303, -0.704]], "charge": 1, "homo_ev": -15.025, "e_lumo_ha": -0.1085, "orbital_gap_ev": 12.1}

Run iv
{"formula": "C5H14NO2", "method": "ωB97M-V/def2-TZVPD", "elements": ["H", "H", "H", "C", "H", "H", "H", "H", "H", "H", "H", "H", "C", "C", "H", "H", "O", "C", "C", "H", "N", "O"], "positions_angstrom": [[-1.896, 0.656, 2.046], [0.201, 0.509, -3.634], [-1.108, -1.231, -2.025], [-0.953, 0.121, 2.142], [-1.822, -0.708, -0.033], [0.641, -0.698, 0.914], [0.733, 1.682, -0.299], [-1.599, 0.922, -0.589], [0.386, -1.161, -1.468], [1.500, 1.392, 1.256], [-0.431, 0.436, 3.033], [1.766, -2.452, 0.771], [-0.106, 0.115, 0.895], [-1.057, 0.009, -0.328], [0.129, 2.201, 1.149], [-1.404, -0.875, 2.306], [0.288, 1.751, -2.087], [-0.419, -0.448, -1.682], [0.040, 0.659, -2.567], [2.566, -2.409, -0.508], [0.635, 1.423, 0.719], [1.911, -1.893, -0.012]], "charge": 1, "homo_ev": -14.230, "e_lumo_ha": -0.1084, "orbital_gap_ev": 11.3}

Energetically preferred structure: run iii | next structure: +3.9 kcal/mol

Run i
{"formula": "C6H39NO14", "method": "ωB97M-V/def2-TZVPD", "elements": ["O", "H", "O", "H", "H", "H", "H", "C", "H", "H", "H", "H", "O", "O", "H", "C", "H", "C", "H", "H", "H", "H", "H", "H", "C", "C", "H", "H", "H", "H", "O", "H", "O", "H", "H", "O", "O", "H", "H", "N", "H", "H", "H", "H", "O", "H", "H", "H", "H", "H", "O", "O", "H", "O", "H", "H", "O", "O", "C", "H"], "positions_angstrom": [[3.193, -0.148, -3.122], [1.102, -1.063, 3.754], [-1.529, -4.385, -0.367], [0.694, 2.987, -2.209], [2.111, 2.205, -1.576], [-0.352, -1.582, 4.102], [1.114, -2.012, -2.056], [-2.221, -0.412, -0.016], [-0.622, -1.666, -0.509], [-4.037, 2.273, 1.638], [-1.012, 0.398, -2.426], [-1.107, -2.066, 1.675], [2.613, -2.832, -0.459], [0.494, -2.717, -2.167], [-2.121, -4.482, 0.355], [-0.382, 0.164, -1.676], [-1.143, 4.289, -0.006], [1.104, 2.057, -1.846], [1.365, 1.516, 2.810], [2.508, 4.264, 0.757], [1.965, 1.434, 1.175], [-1.823, 1.796, 2.543], [0.965, -1.328, 2.223], [4.030, -1.498, 0.388], [-1.107, -0.748, -0.619], [-2.160, -2.224, 1.461], [-2.058, -4.181, -1.144], [-4.131, -1.220, 0.778], [1.313, 1.518, -2.884], [2.482, -2.225, 0.354], [-3.486, 1.791, 2.261], [-0.908, 0.666, 2.787], [-3.118, 2.428, -0.279], [3.546, -2.866, -0.728], [-1.066, 2.977, 0.819], [-1.031, 1.584, 2.430], [0.162, -0.953, 3.599], [4.123, 0.073, 0.623], [4.063, -0.613, -2.819], [0.561, 1.044, -1.027], [-2.581, 2.189, -0.996], [0.383, 1.532, -0.120], [0.870, -3.504, -1.683], [3.039, 0.325, -2.389], [-1.477, -1.254, -3.610], [-4.045, 2.568, -0.787], [-2.707, -3.116, 1.878], [1.107, 3.996, -0.020], [-0.691, -1.062, -3.995], [1.498, -0.496, 0.972], [2.052, 1.174, 2.149], [1.512, -1.308, 1.394], [-3.856, 1.026, 1.934], [1.949, 4.521, -0.024], [0.376, -0.573, -2.200], [-2.827, 0.494, -0.419], [-0.590, 3.620, 0.416], [4.508, -0.720, 0.144], [-2.920, -1.279, 0.812], [-1.385, -2.046, -3.029]], "charge": 0, "homo_ev": -8.544, "e_lumo_ha": -0.0055, "orbital_gap_ev": 8.4}

Run ii
{"formula": "C6H39NO14", "method": "ωB97M-V/def2-TZVPD", "elements": ["H", "H", "O", "O", "O", "H", "H", "O", "H", "H", "O", "H", "H", "H", "N", "C", "H", "H", "H", "C", "H", "O", "H", "H", "H", "C", "O", "O", "H", "H", "H", "H", "H", "H", "H", "H", "H", "O", "H", "H", "H", "O", "H", "H", "H", "C", "H", "O", "H", "H", "H", "C", "C", "H", "O", "H", "H", "O", "H", "O"], "positions_angstrom": [[1.919, 1.328, 3.316], [4.709, 1.860, -1.196], [1.006, -2.971, -0.381], [-1.202, -1.295, -3.386], [1.343, -0.928, 4.517], [0.318, 0.007, 1.107], [-0.531, 1.887, -0.622], [-0.960, 3.598, 0.240], [2.916, -4.222, 1.648], [-0.235, 1.640, -3.571], [-0.092, 1.743, -1.489], [2.076, 1.340, 1.571], [0.852, 1.021, -4.200], [1.716, 1.786, -2.401], [-0.277, 0.692, 1.562], [-1.891, -1.187, 2.018], [3.559, 0.875, -1.562], [-0.744, -0.431, -3.373], [0.572, -0.358, 4.710], [-2.414, 0.572, 0.228], [-0.391, 4.339, 0.055], [0.906, -3.095, -3.758], [-3.962, -0.603, 2.487], [-1.847, 0.076, -0.578], [-3.980, 1.886, -1.993], [0.129, 1.798, 2.272], [-0.780, 0.793, 4.547], [2.913, -2.319, -2.175], [-1.210, 3.368, 1.154], [-2.310, 1.616, -0.047], [-3.367, 0.107, 0.020], [-1.457, -1.254, 3.014], [-1.010, 1.707, 4.780], [-1.410, 0.529, 3.893], [2.762, 2.399, -3.154], [-1.713, -1.134, -4.201], [-3.726, -2.290, 2.702], [2.285, 1.566, -3.169], [-1.412, -1.773, 1.239], [-2.341, 0.861, 2.224], [0.126, 0.796, -1.487], [3.177, -4.169, 0.744], [-3.896, -1.582, 1.130], [1.963, 2.883, 2.279], [1.792, -3.038, 0.225], [-1.689, 0.297, 1.548], [3.728, -2.499, -2.603], [-0.749, 2.508, 2.736], [2.160, -2.809, -2.565], [-2.542, 1.519, -2.361], [0.602, -2.203, -3.996], [-3.385, -1.451, 2.085], [1.632, 1.859, 2.423], [0.066, -3.510, -3.605], [-3.477, 1.220, -2.382], [2.022, -0.356, 4.125], [1.255, -2.709, -1.279], [-0.124, 0.908, -4.200], [2.886, -4.952, 0.273], [3.729, 1.752, -1.137]], "charge": 0, "homo_ev": -9.980, "e_lumo_ha": 0.0066, "orbital_gap_ev": 10.2}

Energetically preferred structure: run ii | next structure: +150.9 kcal/mol

Run i
{"formula": "C4H8P2", "method": "ωB97M-V/def2-TZVPD", "elements": ["H", "P", "H", "H", "C", "H", "H", "C", "P", "C", "H", "H", "H", "C"], "positions_angstrom": [[2.168, -0.428, 1.215], [-1.385, 0.276, 1.766], [3.893, -0.291, 1.746], [3.352, -1.701, 0.836], [-0.950, 0.816, 0.262], [-0.906, 3.093, 0.459], [0.687, 2.104, 0.102], [3.623, -0.069, -0.216], [3.652, 0.546, -1.673], [-0.454, 2.205, -0.120], [-1.268, 0.212, -0.538], [-1.988, -0.742, 1.178], [-0.674, 2.351, -1.250], [3.220, -0.698, 1.066]], "charge": 0, "homo_ev": -9.305, "smiles": "[H]/P=C/C.CC#P", "e_lumo_ha": 0.0117, "orbital_gap_ev": 9.6}

Run ii
{"formula": "C4H8P2", "method": "ωB97M-V/def2-TZVPD", "elements": ["C", "H", "H", "P", "H", "C", "H", "H", "H", "P", "H", "H", "C", "C"], "positions_angstrom": [[2.232, -0.404, 0.508], [-2.526, 0.896, 1.183], [2.804, 0.500, 0.550], [0.178, 1.309, -0.112], [-3.029, 0.803, -0.522], [-1.242, -0.188, 0.021], [-3.208, -0.701, 0.199], [0.153, 1.759, -1.556], [1.573, -0.452, -1.444], [-0.236, -1.553, -0.193], [1.936, -0.775, 1.389], [2.903, -1.115, 0.239], [-2.636, 0.209, 0.249], [1.097, -0.290, -0.511]], "charge": 0, "homo_ev": -8.536, "smiles": "CC1=P[C@H](C)P1", "e_lumo_ha": 0.0130, "orbital_gap_ev": 8.9}

Run iii
{"formula": "C4H8P2", "method": "ωB97M-V/def2-TZVPD", "elements": ["H", "H", "H", "C", "H", "P", "C", "P", "H", "H", "H", "C", "C", "H"], "positions_angstrom": [[1.213, -0.702, -1.478], [2.391, -0.924, 1.178], [3.281, -1.344, -0.300], [-2.295, 1.140, 0.332], [-1.056, 0.437, -1.380], [-1.645, -1.675, -0.234], [-1.413, 0.213, -0.434], [-0.068, -0.534, 0.725], [-1.713, 2.095, 0.422], [-3.104, 1.352, -0.211], [3.047, 0.293, 0.199], [2.683, -0.675, 0.205], [1.315, -0.559, -0.381], [-2.636, 0.884, 1.357]], "charge": 0, "homo_ev": [-8.087, -7.416], "smiles": "CC=P1=P[C@H]1C", "e_lumo_ha": [-0.0122, -0.0389], "orbital_gap_ev": [7.8, 6.4]}

Energetically preferred structure: run ii | next structure: +18.6 kcal/mol

Run i
{"formula": "CH3N3O2S", "method": "ωB97M-V/def2-TZVPD", "elements": ["N", "H", "O", "C", "S", "N", "H", "H", "N", "O"], "positions_angstrom": [[-1.656, -2.138, 0.141], [2.003, -1.063, -0.433], [-1.578, 1.323, -0.399], [1.492, -0.096, 0.083], [-0.596, 1.948, 0.439], [-2.396, -2.465, -0.599], [-0.135, -0.839, 0.551], [1.955, 0.772, -0.190], [0.359, 0.048, 0.605], [0.551, 2.509, -0.200]], "charge": 0, "homo_ev": -10.000, "e_lumo_ha": 0.0119, "orbital_gap_ev": 10.3}

Run ii
{"formula": "CH3N3O2S", "method": "ωB97M-V/def2-TZVPD", "elements": ["N", "N", "S", "H", "C", "N", "H", "O", "O", "H"], "positions_angstrom": [[1.931, 0.249, 0.325], [-0.094, -0.598, 0.933], [-1.421, 0.035, 1.358], [-0.614, -0.436, -1.759], [0.695, -0.091, -0.012], [0.261, -0.018, -1.314], [2.529, 0.378, -0.536], [-2.177, -0.615, 2.385], [-2.091, 1.048, 0.566], [0.983, 0.048, -1.945]], "charge": 0, "homo_ev": [-9.546, -9.547], "smiles": "[H]/N=C(\\N)N=S(=O)=O", "e_lumo_ha": [-0.0532, -0.0532], "orbital_gap_ev": [8.1, 8.1]}

Run iii
{"formula": "CH3N3O2S", "method": "ωB97M-V/def2-TZVPD", "elements": ["S", "O", "N", "N", "H", "H", "N", "H", "O", "C"], "positions_angstrom": [[-0.554, 1.930, 0.023], [0.282, 1.856, -1.156], [-1.792, -2.092, -0.528], [0.576, 0.255, 0.971], [1.895, 0.118, -0.598], [0.180, -0.364, 1.695], [-2.273, -1.362, -1.221], [1.919, -1.258, 0.507], [-1.802, 1.172, -0.090], [1.569, -0.255, 0.396]], "charge": 0, "homo_ev": -10.238, "e_lumo_ha": 0.0065, "orbital_gap_ev": 10.4}

Run iv
{"formula": "CH3N3O2S", "method": "ωB97M-V/def2-TZVPD", "elements": ["N", "N", "H", "O", "S", "N", "H", "O", "C", "H"], "positions_angstrom": [[-0.831, -0.468, 1.003], [0.278, -0.887, 0.571], [-0.735, -0.298, 2.043], [1.313, -1.146, 1.201], [0.376, 1.111, -1.276], [-0.511, 1.709, 0.018], [-0.647, -1.125, -1.260], [-0.655, 2.912, 0.077], [0.319, -0.741, -0.900], [1.093, -1.068, -1.478]], "charge": 0, "homo_ev": -9.208, "smiles": "[H]/N=[N+](\\[O-])CSN=O", "e_lumo_ha": -0.0187, "orbital_gap_ev": 8.7}

Energetically preferred structure: run iii | next structure: +7.4 kcal/mol

Run i
{"formula": "C4H8O4", "method": "ωB97M-V/def2-TZVPD", "elements": ["O", "C", "H", "O", "O", "H", "H", "O", "H", "H", "H", "H", "H", "C", "C", "C"], "positions_angstrom": [[0.149, 0.360, -2.564], [0.293, -2.255, 1.092], [-1.338, 4.021, 0.490], [-0.125, 1.758, -0.800], [-1.291, 4.052, -0.542], [-1.259, -1.061, -0.092], [0.913, -2.727, 0.344], [-0.636, -2.996, 1.722], [1.710, -0.301, 0.272], [1.066, -1.886, 1.820], [-1.070, 3.073, -0.779], [1.416, -1.105, -1.045], [-0.563, -0.322, 1.388], [0.822, -0.398, -0.463], [0.311, 0.708, -1.342], [-0.397, -0.919, 0.496]], "charge": -2, "homo_ev": 0.789, "e_lumo_ha": 0.2294, "orbital_gap_ev": 5.5}

Run ii
{"formula": "C4H8O4", "method": "ωB97M-V/def2-TZVPD", "elements": ["H", "C", "H", "H", "C", "H", "O", "H", "O", "C", "H", "C", "H", "O", "H", "O"], "positions_angstrom": [[-1.438, 2.080, 0.175], [-0.394, -0.817, 0.123], [-0.367, -1.630, -0.614], [-0.523, 2.072, -1.113], [0.974, -0.087, -0.074], [0.157, -2.130, 1.675], [2.360, -0.019, -2.010], [-1.142, -0.133, -0.291], [0.549, 1.293, -2.031], [-0.607, -1.323, 1.555], [-0.406, -0.489, 2.269], [1.298, 0.413, -1.499], [1.761, -0.745, 0.114], [-1.262, 2.562, -0.640], [0.917, 0.777, 0.597], [-1.877, -1.823, 1.764]], "charge": -2, "homo_ev": 0.562, "e_lumo_ha": 0.2497, "orbital_gap_ev": 6.2}

Energetically preferred structure: run ii | next structure: +28.6 kcal/mol